No. 1
# C7H15NO

A molecular structure, C7H15NO (ωB97M-V/def2-TZVPD, OMol25).

Positions of all 24 atoms, in Å:
H -0.579 -0.644 -1.114
H 1.293 -1.283 2.897
C 0.293 1.165 -0.399
H -2.137 2.332 -0.731
H 1.431 0.193 -1.740
H 1.388 0.320 2.164
N 1.410 1.038 -1.174
H -0.283 1.893 -3.157
C -0.641 0.081 -0.312
H -1.490 -2.070 1.666
H -1.588 0.169 0.197
H 2.056 1.811 -1.190
C -1.159 2.222 -2.603
H -0.135 -0.232 2.871
H 0.434 1.826 0.453
C -0.579 -2.330 1.126
H -0.078 -3.123 1.703
C 0.320 -1.123 0.959
H -0.851 -2.753 0.156
H 1.772 -2.362 0.195
C 0.736 -0.546 2.295
C -1.296 1.968 -1.314
H -1.819 2.881 -3.160
O 1.501 -1.433 0.213

Forces on atoms 1 to 3 (eV/Å):
-0.398 0.237 -0.337
-0.147 0.065 -0.260
-3.202 2.632 -1.772

Calculated values
- frontier orbital gap (eV) = 7.743
- total charge = 0
- lowest unoccupied orbital energy (eV) = 0.879
- largest force on an atom (eV/Å) = 6.940
- multiplicity = 1

Electronic structure analysis, Mulliken charges in units of e:
1. H 0.43
2. H 0.40
3. C -0.15
4. H 0.35
5. H 0.22
6. H 0.36
7. N -0.30
8. H 0.23
9. C -0.90
10. H 0.37
11. H 0.35
12. H 0.21
13. C -0.72
14. H 0.33
15. H 0.33
16. C -1.67
17. H 0.49
18. C 1.23
19. H 0.38
20. H 0.30
21. C -1.64
22. C -0.34
23. H 0.29
24. O -0.56

No. 2
# C2HN2O2

A molecular structure, C2HN2O2 (ωB97M-V/def2-TZVPD, OMol25).

Positions of all 7 atoms, in Å:
C 0.168 -0.536 -0.095
N 1.157 -1.371 0.487
C -1.613 -1.394 -0.434
H 0.254 0.526 0.146
O -1.444 -2.462 -0.954
O -2.476 -0.646 -0.058
N 1.365 -1.161 -0.711

Forces on atoms 1 to 3 (eV/Å):
-3.137 -0.484 -0.920
1.242 -0.620 -0.266
2.932 1.722 0.423

Calculated values
- frontier orbital gap (eV) = 8.085
- total charge = -1
- lowest unoccupied orbital energy (eV) = 4.623
- largest force on an atom (eV/Å) = 3.426
- multiplicity = 1

Electronic structure analysis, Mulliken charges in units of e:
1. C -0.10
2. N -0.31
3. C 0.61
4. H 0.30
5. O -0.58
6. O -0.60
7. N -0.31

No. 3
# C36H30Cl4IrNO6S

A molecular structure, C36H30Cl4IrNO6S (ωB97M-V/def2-TZVPD, OMol25).

Positions of all 79 atoms, in Å:
C -3.860 -1.397 -4.086
H -4.814 3.155 -0.070
O -1.568 0.910 -2.303
C -4.296 -1.054 -0.275
C -3.859 3.133 0.402
H -0.542 3.610 -0.018
C -1.446 3.328 0.455
C 2.776 4.913 2.906
C -1.164 -1.161 -3.382
C -0.965 -3.573 -0.879
H 4.734 -2.467 -0.381
C -2.665 3.383 -0.189
S 0.616 1.087 1.737
O 0.868 1.483 0.251
H 4.132 -2.799 2.185
H 0.975 -4.080 -1.264
Cl -0.412 -3.455 -4.530
H 4.774 -3.830 -1.452
C 3.476 2.958 1.036
H 0.470 3.500 2.201
Cl -4.476 1.148 -3.125
C 2.155 -2.528 3.056
C -2.620 2.358 2.333
H -2.621 2.033 3.385
H 2.578 -2.392 4.049
Cl -3.383 -3.814 -5.217
H 1.969 3.337 4.089
C -2.899 -2.462 -4.387
C 2.315 1.234 2.476
H -0.824 -2.714 1.634
C -3.437 -0.203 -3.450
C -0.149 2.572 2.457
C -2.088 -0.089 -3.043
O 3.032 -0.077 -0.747
C -1.438 2.725 1.741
H 3.616 6.259 1.526
H 2.602 5.698 3.618
Cl -5.530 -1.585 -4.596
C 2.964 0.736 -2.974
C 2.406 -3.268 0.763
H -2.698 3.661 -1.231
C 0.991 -3.225 0.594
H 4.910 -4.104 0.232
H -2.867 0.541 0.075
C 3.779 4.290 0.798
C -4.449 -2.400 -0.647
C -2.036 -2.766 -0.561
H -5.516 -2.679 -0.801
H 0.245 -2.391 3.859
N 0.393 -3.451 -0.651
H -1.246 -4.486 -1.380
C -1.916 -1.412 -0.244
H 2.782 0.400 2.029
H -0.288 2.375 3.514
C 3.360 5.265 1.705
H 3.628 2.195 0.278
C -3.412 -3.260 -0.719
Ir 0.418 0.265 -1.453
H -4.698 2.271 2.228
O -0.695 -0.879 -0.096
C 2.983 -2.842 1.951
C -3.795 2.575 1.712
O 0.033 -1.062 -2.946
H -5.119 -0.390 -0.033
H 4.140 4.619 -0.148
C 0.807 -2.583 2.927
H 3.018 1.843 -2.800
O 3.036 -3.591 -0.407
C -2.976 -0.542 -0.078
H 2.190 1.008 3.504
H -3.521 -4.378 -1.037
C 4.406 -3.490 -0.482
H 3.935 0.345 -3.118
C 2.862 2.603 2.228
C 2.371 0.195 -1.708
H 2.324 0.508 -3.838
C 2.563 3.549 3.210
C 0.243 -2.864 1.686
C -1.591 -2.323 -4.087

Forces on atoms 1 to 3 (eV/Å):
0.387 0.936 0.361
-0.323 0.315 -0.539
-1.295 -2.132 -1.910

Calculated values
- frontier orbital gap (alpha / beta) (eV) = 5.869 / 5.466
- total charge = 0
- lowest unoccupied orbital energy (alpha / beta) (eV) = 0.282 / -2.104
- largest force on an atom (eV/Å) = 3.368
- multiplicity = 5
- <S²> = 6.058

Electronic structure analysis, Mulliken charges in units of e:
1. C 0.09
2. H 0.47
3. O -1.15
4. C -0.87
5. C -0.74
6. H 0.46
7. C -0.45
8. C -0.50
9. C 0.08
10. C -1.96
11. H 0.36
12. C -0.24
13. S 0.84
14. O -1.22
15. H 0.20
16. H 0.40
17. Cl -0.17
18. H 0.27
19. C 0.02
20. H 0.06
21. Cl -0.16
22. C -0.62
23. C -0.49
24. H 0.31
25. H 0.44
26. Cl -0.21
27. H 0.42
28. C 0.78
29. C -1.17
30. H 0.35
31. C 0.59
32. C -0.83
33. C -0.02
34. O -0.50
35. C 0.42
36. H 0.48
37. H 0.42
38. Cl -0.17
39. C -1.36
40. C 0.73
41. H 0.28
42. C 0.39
43. H 0.38
44. H -0.17
45. C -0.83
46. C -1.02
47. C 2.08
48. H 0.31
49. H 0.35
50. N 0.21
51. H 0.35
52. C 0.78
53. H 0.44
54. H 0.61
55. C -0.65
56. H 0.46
57. C -1.01
58. Ir 2.89
59. H 0.38
60. O -0.28
61. C -0.48
62. C -0.53
63. O -1.06
64. H 0.49
65. H 0.41
66. C -1.00
67. H 0.27
68. O -0.42
69. C 0.10
70. H 0.67
71. H 0.25
72. C -0.98
73. H 0.42
74. C 0.36
75. C 0.58
76. H 0.33
77. C -0.54
78. C -0.17
79. C 0.00